{
  "formula": "C37H67BiN6OPS3",
  "method": "ωB97M-V with the def2-TZVPD basis set",
  "species": ["Bi", "S", "S", "S", "P", "O", "N", "N", "N", "N", "N", "N", "C", "C", "C", "C", "C", "C", "C", "C", "C", "C", "C", "C", "C", "C", "C", "C", "C", "C", "C", "C", "C", "C", "C", "C", "C", "C", "C", "C", "C", "C", "C", "C", "C", "C", "C", "C", "C", "H", "H", "H", "H", "H", "H", "H", "H", "H", "H", "H", "H", "H", "H", "H", "H", "H", "H", "H", "H", "H", "H", "H", "H", "H", "H", "H", "H", "H", "H", "H", "H", "H", "H", "H", "H", "H", "H", "H", "H", "H", "H", "H", "H", "H", "H", "H", "H", "H", "H", "H", "H", "H", "H", "H", "H", "H", "H", "H", "H", "H", "H", "H", "H", "H", "H", "H"],
  "xyz": [[-0.63539, -0.26348, -0.63049], [-1.70075, 0.21640, 1.67153], [-2.37313, -2.08667, -0.70055], [-2.19221, 1.72857, -1.57031], [2.49448, 0.21946, 1.75162], [1.56055, -0.46650, 0.77429], [-0.58379, -1.31047, -2.99465], [-3.58517, -1.40444, 4.30981], [-4.49751, 1.00747, -2.71745], [-4.32606, 0.63990, -0.45679], [-4.38336, -4.20257, 1.53232], [1.71760, -1.40944, -2.95132], [2.10852, -2.75834, -2.47578], [1.20047, -3.43776, -1.46863], [-5.61188, -0.04167, -0.33512], [-9.26310, 1.04988, -1.12846], [2.24495, 0.95214, 4.58344], [5.64807, -0.48615, 0.03013], [4.45020, -1.31412, 0.49008], [1.59220, 2.65216, 0.68947], [-2.66786, -1.22093, 1.90960], [-6.82877, 0.88560, -0.45400], [1.62863, -0.93505, 6.14836], [2.84274, -0.60189, -3.42624], [1.46994, 0.56476, 5.84384], [-3.85998, -0.78934, -5.23923], [-3.80114, 1.07677, -1.58798], [1.09439, -1.13697, 3.70226], [2.53625, 0.88919, -3.33495], [6.33936, -0.03908, 2.38643], [-4.10012, 1.48587, -4.03999], [2.40368, 4.49171, 2.19863], [-3.19037, -1.35111, 3.23087], [5.07977, -0.73623, 2.90704], [4.01474, 2.74418, 1.38979], [1.88114, -1.73876, 4.86448], [-4.18019, -1.79309, -4.12805], [-2.94055, -2.14919, 0.96049], [3.93988, -0.93586, 1.89069], [2.87468, 1.83811, 0.92039], [0.52054, -1.28704, -3.64860], [1.23663, 3.56681, 1.86229], [3.64004, 3.66809, 2.54551], [-3.74177, -3.28181, 1.27943], [-8.08835, 0.11604, -0.85129], [1.59012, 0.29188, 3.36264], [-4.58940, 0.55745, -5.14930], [0.53380, -1.13153, -5.14946], [6.78661, -0.59804, 1.04064], [-0.30513, -1.69142, -5.56282], [3.08952, -2.63833, -2.02060], [2.94938, -1.73902, 4.62574], [-3.81735, -1.47230, -3.15165], [7.12905, -0.16453, 3.12946], [-6.99804, 1.38821, 0.49987], [0.41478, 0.80717, 5.69001], [3.62230, -1.21965, -0.21577], [2.23785, 2.03612, 4.47754], [4.31251, 3.36263, 0.53645], [-10.14748, 0.48029, -1.41148], [1.72368, 1.18047, -4.00021], [4.72231, -0.20583, 3.78898], [-2.78123, -0.60157, -5.27297], [-4.44866, 1.09128, -6.09032], [2.24479, 1.14509, -2.31378], [-5.61839, -0.53634, 0.63452], [4.74718, -2.36722, 0.50370], [5.37751, -1.73561, 3.23788], [3.16633, 1.40674, -0.04758], [7.66589, -0.05860, 0.68483], [-9.03033, 1.73757, -1.94352], [3.15383, -0.86901, -4.44372], [-3.72188, -2.75879, -4.35028], [5.36286, 0.56591, -0.07946], [-8.35534, -0.58048, -0.05326], [1.73720, 3.26976, -0.20309], [1.15148, -1.78119, 2.82307], [2.62385, 5.12314, 1.33185], [0.75494, 1.97953, 0.48044], [2.13823, 5.14973, 3.02737], [-6.63803, 1.67164, -1.19039], [3.28311, 0.63993, 4.70293], [4.87846, 2.14738, 1.66785], [-5.43799, 0.64300, -2.66448], [-4.52031, 2.48500, -4.18210], [2.45660, -1.09097, 6.84223], [-5.66668, 0.39116, -5.03892], [3.44731, 3.07225, 3.43873], [-7.88332, -0.48275, -1.74544], [0.41135, -0.09140, -5.45099], [-9.50767, 1.63915, -0.24415], [3.68246, -0.82017, -2.76684], [-4.13289, -1.24820, -6.19145], [7.06852, -1.64958, 1.15296], [0.35115, 4.15148, 1.60550], [0.04094, -1.08799, 3.98617], [6.17758, 1.03394, 2.29020], [1.14337, -2.85058, -0.54993], [0.20230, -3.61146, -1.86040], [2.23558, -3.41810, -3.34500], [-1.41688, -1.31197, -3.57860], [1.81700, 1.15997, 6.68868], [-3.01803, 1.57353, -4.06629], [5.97514, -0.84042, -0.95028], [0.72316, -1.29998, 6.63558], [0.98856, 2.96454, 2.74097], [0.71466, 0.88686, 3.07976], [-5.25776, -1.95643, -4.05913], [1.63655, -4.40389, -1.21172], [3.41519, 1.47307, -3.60678], [1.45391, -1.51132, -5.58804], [1.58265, -2.77735, 5.00991], [-5.65899, -0.83104, -1.09298], [-3.77234, 0.78012, 0.37775], [4.48261, 4.32444, 2.76970], [3.35197, -1.79256, 2.24634]],
  "mulliken_charge": [0.769, -0.618, -0.460, -0.499, -0.923, 0.588, 0.126, -0.472, 0.076, 0.310, -0.444, 0.960, -0.618, -0.940, -1.298, -1.345, -0.245, -0.545, -0.297, -0.777, 0.460, -0.486, -0.771, -0.449, -1.208, 0.010, 0.482, -0.607, -0.974, -0.731, -0.637, -1.058, -0.396, -0.771, -0.348, -0.708, -0.916, 0.994, 0.673, 1.187, 0.076, -0.364, -0.597, -0.321, -0.271, 1.098, -1.015, -1.679, -1.137, 0.524, 0.514, 0.082, -0.116, 0.462, 0.482, 0.387, -0.580, 0.541, 0.543, 0.386, 0.306, -0.182, 0.031, 0.412, -0.012, 0.578, 0.839, 0.591, -0.394, 0.469, 0.337, 0.275, 0.426, 0.190, 0.324, 0.682, 0.182, 0.391, -0.525, 0.465, 0.352, -0.033, -0.450, 0.097, 0.286, 0.389, 0.385, 0.138, 0.279, 0.306, 0.329, 0.428, 0.352, 0.376, 0.558, 0.450, 0.216, -0.057, 0.304, 0.299, -0.713, 0.444, 0.416, 0.452, 0.331, 0.013, -0.115, 0.377, 0.511, 0.473, 0.403, 0.559, 0.299, 0.169, 0.436, 0.449],
  "gap_ev": 7.7,
  "e_tot_ev": -98077.0261,
  "total_charge": 1,
  "homo_ev": -10.539
}